[1]
Entry from OMol25: a molecular structure, C4H8O4 at a distorted geometry (wB97M-V/def2-TZVPD).

Each line ends with the natural charge from an NBO analysis.
Geometry (Å):
O  1.303  1.133  -1.709  -0.649
C  0.348  0.927  -0.821  0.404
H  -1.778  1.839  1.486  0.218
O  -0.122  -1.398  -1.473  -0.746
H  -0.795  0.069  0.758  0.216
H  -0.666  -1.730  1.499  0.485
O  -0.720  -1.924  0.556  -0.733
H  -0.333  2.815  -0.317  0.235
H  1.331  0.369  -2.306  0.505
O  1.343  -1.046  0.319  -0.748
H  -0.262  -2.356  -1.448  0.476
C  -0.181  1.804  0.044  -0.359
C  0.023  -0.935  -0.159  0.617
H  1.620  -1.974  0.291  0.464
C  -0.878  1.297  1.211  -0.595
H  -0.231  1.111  2.069  0.211

Cartesian forces (eV/Å) of the 6 atoms listed first:
-0.2022 -0.8832 -0.1392
-0.8709 -0.4706 2.2994
-0.2729 -0.5126 -0.0182
0.0930 0.0407 -0.2067
-1.6308 3.2789 1.5641
0.0330 -0.0333 0.0228

Energy relative to the best compared isomer or geometry (same formula, charge and spin)   6.3067 eV
Max |F|   3.98 eV/Å
E_LUMO   0.020 Ha
HOMO   -8.599 eV
E   -12462.8526 eV


[2]
Entry from OMol25: C4H8O4 in the gas phase at a distorted geometry (wB97M-V/def2-TZVPD).

Each line ends with the natural charge from an NBO analysis.
Geometry (Å):
C  -0.560  1.350  -0.247  -0.642
H  -0.906  1.401  -1.277  0.221
C  1.416  -0.145  -0.856  -0.638
H  2.141  -0.852  -0.453  0.248
C  0.209  0.077  0.026  0.129
H  -1.103  -1.024  -1.723  0.485
H  -0.679  -0.455  2.658  0.479
H  1.183  -0.535  -1.843  0.225
H  1.998  0.766  -0.991  0.227
O  -1.392  -1.489  1.140  -0.564
O  -0.024  0.261  2.527  -0.445
C  -0.711  -1.124  0.206  0.801
H  0.102  2.188  -0.030  0.238
O  0.753  -0.208  1.445  -0.295
O  -1.021  -1.671  -1.010  -0.712
H  -1.406  1.459  0.429  0.244

Cartesian forces (eV/Å) of the 6 atoms listed first:
0.3323 0.2402 1.0482
0.0942 -0.0645 -0.0848
0.6624 -0.0907 -0.1325
-0.3442 -0.1931 0.3917
0.0132 -1.9423 3.2177
0.5144 0.0060 0.2124

Energy relative to the best compared isomer or geometry (same formula, charge and spin)   5.0560 eV
Max |F|   4.17 eV/Å
E_LUMO   0.015 Ha
HOMO   -9.933 eV
SMILES string   CC(C)(OO)C(=O)O
E   -12464.1033 eV


[3]
Entry from OMol25: 2 unconnected molecules or ions with the total composition C4H8O4 (wB97M-V/def2-TZVPD).

Each line ends with the natural charge from an NBO analysis.
Geometry (Å):
O  -1.166  -2.313  -0.039  -0.679
C  1.965  1.280  0.896  0.444
H  0.778  0.064  2.211  0.229
C  0.731  0.477  1.204  -0.507
H  1.090  -1.457  0.221  0.237
H  -1.677  1.255  -1.865  0.481
C  -0.997  -0.996  0.155  0.810
H  0.624  -0.166  -0.850  0.264
H  -0.117  1.170  1.212  0.239
H  -1.496  0.051  -2.788  0.471
C  0.449  -0.580  0.142  -0.519
O  -1.042  0.834  -2.454  -0.948
O  3.027  1.099  1.430  -0.510
H  -2.100  -2.542  0.089  0.498
O  -1.926  -0.245  0.311  -0.617
H  1.856  2.069  0.126  0.109

Cartesian forces (eV/Å) of the 6 atoms listed first:
0.2364 -0.3873 0.0626
0.2297 -0.2667 0.1653
0.2802 -0.1920 -0.0706
-0.5167 0.4549 0.1862
0.0009 0.0512 0.1772
-0.0135 -0.0886 0.0658

Energy relative to the best compared isomer or geometry (same formula, charge and spin)   1.3359 eV
Max |F|   0.71 eV/Å
E_LUMO   0.015 Ha
HOMO   -9.975 eV
SMILES string   O=CCCC(=O)O.O
E   -12467.8234 eV


[4]
Entry from OMol25: 2 unconnected molecules or ions with the total composition C4H8O4Si at a distorted geometry (wB97M-V/def2-TZVPD).

Each line ends with the natural charge from an NBO analysis.
Geometry (Å):
H  -0.175  3.257  -0.974  0.208
C  -0.522  1.474  0.154  -0.321
O  2.572  -3.082  0.827  -1.060
H  -1.830  2.608  -1.212  0.214
H  -1.580  0.605  1.735  0.211
H  2.557  -3.028  1.699  0.496
O  1.755  0.542  0.087  -0.527
C  0.697  1.067  0.172  0.708
C  -1.601  0.536  0.711  -0.609
H  -1.609  -0.503  0.211  0.267
O  -0.060  -2.159  0.183  -1.226
H  -2.639  0.823  0.381  0.210
Si  1.387  -2.503  -0.079  2.368
H  1.566  -2.939  -2.236  0.496
H  -1.494  3.231  0.382  0.215
C  -1.097  2.732  -0.482  -0.576
O  2.073  -2.661  -1.559  -1.076

Cartesian forces (eV/Å) of the 6 atoms listed first:
-1.9719 -0.2280 0.9827
-2.5377 -0.2840 -0.8759
0.2609 -0.1173 -5.3969
-1.1940 -0.7439 -1.1378
-0.0961 -0.7106 2.5245
-0.1245 0.3554 6.1636

Energy relative to the best compared isomer or geometry (same formula, charge and spin)   1.5980 eV
Max |F|   6.18 eV/Å
E_LUMO   0.004 Ha
HOMO   -8.488 eV
SMILES string   O=[Si](O)O.CC(C)=C=O
E   -20345.9985 eV


[5]
Entry from OMol25: C4H8OS in the gas phase at a distorted geometry (wB97M-V/def2-TZVPD).

Each line ends with the natural charge from an NBO analysis.
Geometry (Å):
H  0.535  -1.077  2.113  0.215
C  1.075  -2.217  -0.425  -0.645
O  -1.450  1.308  0.384  -0.685
C  0.436  -0.869  -0.029  -0.219
C  0.277  -0.572  1.242  -0.378
C  -0.964  2.382  -0.462  -0.273
H  0.226  -2.927  -0.704  0.217
S  -0.646  0.879  1.760  0.541
H  -0.136  -0.325  -0.815  0.216
H  -0.568  3.319  0.107  0.188
H  1.721  -2.150  -1.416  0.223
H  -0.175  2.180  -1.249  0.185
H  1.557  -2.696  0.523  0.218
H  -1.888  2.765  -1.030  0.198

Cartesian forces (eV/Å) of the 6 atoms listed first:
1.0036 -1.1999 1.1021
-0.2911 -0.6261 -0.5030
0.4690 0.6334 -0.8279
0.0042 -1.8498 -1.0594
-1.5220 2.7870 -0.8733
-0.3450 2.3358 -0.3749

Energy relative to the best compared isomer or geometry (same formula, charge and spin)   2.5024 eV
Max |F|   3.29 eV/Å
E_LUMO   0.035 Ha
HOMO   -8.186 eV
SMILES string   C/C=C/SOC
E   -17157.9478 eV


[6]
Entry from OMol25: C4H8OS in the gas phase at a distorted geometry (wB97M-V/def2-TZVPD).

Each line ends with the natural charge from an NBO analysis.
Geometry (Å):
H  0.557  -1.858  0.299  0.216
H  0.350  -1.012  -1.235  0.205
C  1.919  -0.215  0.005  -0.602
H  -0.640  -0.065  1.516  0.234
C  -0.544  -0.047  0.439  -0.285
H  2.205  -0.185  1.052  0.207
H  1.905  0.803  -0.379  0.203
H  2.675  -0.779  -0.538  0.215
S  -2.359  -0.234  -0.425  1.109
C  -1.104  1.134  -0.264  -0.596
H  -0.649  1.420  -1.201  0.225
C  0.546  -0.872  -0.169  -0.426
O  -3.419  -0.061  0.565  -0.955
H  -1.441  1.971  0.335  0.249

Cartesian forces (eV/Å) of the 6 atoms listed first:
-0.0523 -0.0371 -0.1036
-0.0319 -0.0364 0.0051
-0.1639 -0.1517 -0.1448
-0.2032 -0.0265 0.0475
-1.6073 -0.0749 -1.0025
0.0445 0.0562 0.1540

Energy relative to the best compared isomer or geometry (same formula, charge and spin)   1.5926 eV
Max |F|   2.58 eV/Å
E_LUMO   0.034 Ha
HOMO   -8.689 eV
E   -17158.8575 eV


[7]
Entry from OMol25: C4H8OS in the gas phase at a distorted geometry (wB97M-V/def2-TZVPD).

Each line ends with the Mulliken charge.
Geometry (Å):
H  1.554  0.479  1.849  0.269
H  -0.209  -1.985  -1.473  0.240
C  -0.235  -0.956  -1.946  -0.888
H  -1.404  -1.387  1.117  0.338
O  -0.449  -1.244  1.069  -0.513
H  1.157  1.618  0.675  0.445
H  -1.003  1.270  2.372  0.216
H  -0.259  -1.006  -3.024  0.321
C  -0.358  0.122  -1.202  -0.386
H  -0.423  0.994  -1.662  0.452
S  -1.380  1.404  1.075  -0.138
C  1.243  0.558  0.707  -1.315
H  1.924  0.000  0.095  0.364
C  -0.158  0.134  0.348  0.595

Cartesian forces (eV/Å) of the 6 atoms listed first:
-0.8818 -0.6058 -1.9516
0.1308 1.3839 -0.5232
0.0999 -6.3771 -1.6610
0.0280 0.1333 -0.4033
0.6048 2.6322 -1.2736
0.9820 1.0356 -1.1866

Energy relative to the best compared isomer or geometry (same formula, charge and spin)   4.2187 eV
Multiplicity   3
Max |F|   7.29 eV/Å
E_LUMO (alpha / beta)   0.022 / -0.152 Ha
HOMO (alpha / beta)   -3.976 / -8.757 eV
E   -17152.6401 eV


[8]
Entry from OMol25: C4H8OS3 in the gas phase at a distorted geometry (wB97M-V/def2-TZVPD).

Each line ends with the natural charge from an NBO analysis.
Geometry (Å):
S  1.603  -0.882  1.572  -0.025
S  2.184  0.445  -0.930  0.031
C  0.599  0.024  -0.821  -0.476
H  0.424  -0.435  -1.757  0.237
H  2.566  -1.050  0.311  0.154
C  -1.184  -0.476  0.440  0.074
C  -0.555  0.782  -0.153  -0.403
C  0.251  -1.120  0.333  -0.334
H  -3.138  -0.808  0.035  0.475
O  -2.263  -1.067  -0.597  -0.736
H  1.787  1.857  -1.434  0.175
H  0.136  -2.113  0.006  0.222
H  0.797  1.865  1.565  0.130
S  -0.269  2.184  0.927  0.011
H  -1.748  -0.451  1.509  0.205
H  -1.190  1.245  -1.005  0.260

Cartesian forces (eV/Å) of the 6 atoms listed first:
0.5761 -1.5427 -2.2284
3.1302 5.7756 -1.8208
-3.4800 -3.3384 2.3725
-1.6124 -0.1595 -0.9204
-1.5708 0.0315 3.3825
-1.4090 -0.3581 1.1262

Energy relative to the best compared isomer or geometry (same formula, charge and spin)   5.0110 eV
Max |F|   6.82 eV/Å
E_LUMO   -0.006 Ha
HOMO   -8.625 eV
SMILES string   O[C@@H]1[C@@H](S)[C@@H](S)[C@H]1S
E   -38825.9444 eV


[9]
Entry from OMol25: C4H8OSi in the gas phase at a distorted geometry (wB97M-V/def2-TZVPD).

Each line ends with the natural charge from an NBO analysis.
Geometry (Å):
C  0.620  1.183  0.574  -0.908
H  0.576  2.083  0.005  0.251
H  0.727  -0.225  -1.719  0.178
H  0.079  -1.836  0.501  0.176
C  1.646  -0.388  -1.129  -0.284
C  1.650  0.135  0.225  0.440
H  -1.966  0.740  1.318  -0.192
H  0.616  1.622  1.518  0.255
H  -1.821  -2.188  0.584  0.204
C  -0.900  -1.500  0.666  -0.665
Si  -1.091  0.365  0.327  1.048
O  2.427  -0.201  1.101  -0.511
H  2.044  -1.398  -1.203  0.195
H  -1.553  0.916  -0.871  -0.187

Cartesian forces (eV/Å) of the 6 atoms listed first:
-1.4788 -1.0563 -1.3356
0.3195 0.3973 -1.4500
0.8023 0.3108 -0.0601
1.0589 -1.2296 0.1674
-1.4203 -1.2837 0.4989
0.3070 2.3035 0.7729

Energy relative to the best compared isomer or geometry (same formula, charge and spin)   4.5319 eV
Max |F|   3.25 eV/Å
E_LUMO (alpha / beta)   -0.029 / -0.060 Ha
HOMO (alpha / beta)   -9.854 / -9.387 eV
E   -14198.1103 eV


[10]
Entry from OMol25: C4H8P2 in the gas phase at a distorted geometry (wB97M-V/def2-TZVPD).

Each line ends with the natural charge from an NBO analysis.
Geometry (Å):
C  -1.648  1.510  -0.355  -0.667
H  -1.840  0.885  -2.576  0.238
C  -1.836  0.664  -1.534  -0.504
H  1.626  -0.986  2.490  0.235
P  -0.009  -0.688  0.625  0.398
H  -2.020  -0.363  -1.248  0.217
H  -1.808  2.665  -0.307  0.245
C  1.716  -0.532  1.406  -0.649
C  1.565  -1.552  0.267  -0.682
P  0.133  0.913  -0.743  0.253
H  1.496  -2.578  0.551  0.225
H  -2.048  1.084  0.606  0.233
H  2.263  -1.337  -0.389  0.219
H  2.410  0.315  1.206  0.238

Cartesian forces (eV/Å) of the 6 atoms listed first:
-0.4430 2.3249 1.3258
-0.2259 0.6163 -0.3029
2.5309 -0.8181 1.6659
0.6890 1.2940 -2.1936
1.0718 -0.2945 0.4198
-0.5106 -0.0941 -0.4243

Energy relative to the best compared isomer or geometry (same formula, charge and spin)   2.1195 eV
Max |F|   4.89 eV/Å
E_LUMO   0.033 Ha
HOMO   -8.242 eV
SMILES string   C1CP1#P1CC1
E   -22852.3287 eV


[11]
Entry from OMol25: C4H8S in the gas phase at a distorted geometry (wB97M-V/def2-TZVPD).

Each line ends with the natural charge from an NBO analysis.
Geometry (Å):
H  -1.840  0.712  0.794  0.222
C  -1.749  0.142  -0.160  -0.424
H  1.242  1.822  -0.320  0.214
H  0.205  -0.002  -1.556  0.214
C  -0.216  0.072  -0.600  -0.253
H  -1.015  -1.830  -0.735  0.222
C  -0.842  -1.077  0.003  -0.418
S  2.525  -0.195  -0.044  -0.103
H  0.846  0.975  1.117  0.197
H  2.855  -0.289  1.305  0.135
H  -2.467  0.181  -1.007  0.232
H  -0.472  -1.290  1.055  0.217
C  0.930  0.781  0.148  -0.454

Cartesian forces (eV/Å) of the 6 atoms listed first:
-0.5229 -0.2853 -1.2493
2.3772 0.2685 -0.3709
-1.0803 -2.0245 0.6556
-0.7668 -0.2393 -1.8900
0.8311 2.0965 1.9348
-0.1115 -1.0008 0.3738

Energy relative to the best compared isomer or geometry (same formula, charge and spin)   1.5078 eV
Max |F|   5.31 eV/Å
E_LUMO   0.035 Ha
HOMO   -8.989 eV
SMILES string   SCC1CC1
E   -15110.8778 eV


[12]
Entry from OMol25: C4H8S in the gas phase at a distorted geometry (wB97M-V/def2-TZVPD).

Each line ends with the natural charge from an NBO analysis.
Geometry (Å):
S  2.026  -0.426  -0.004  0.060
C  0.270  1.543  0.004  -0.612
H  0.510  2.039  -0.956  0.213
H  -0.759  1.798  0.173  0.214
H  -1.328  -0.260  1.384  0.215
C  -0.700  -0.805  0.721  -0.428
H  1.042  1.953  0.732  0.220
H  -1.487  -0.006  -1.048  0.213
H  -0.267  -1.637  1.357  0.211
H  1.569  -1.750  -0.225  0.121
H  -0.584  -1.653  -1.346  0.227
C  -0.700  -0.817  -0.743  -0.415
C  0.407  0.020  -0.051  -0.239

Cartesian forces (eV/Å) of the 6 atoms listed first:
1.6600 -3.1649 -0.4234
1.2639 0.0067 -0.5625
0.1124 -0.4741 0.1812
-0.3452 0.3967 0.7336
-1.0136 0.5930 -0.2526
3.1231 -0.9241 2.1199

Energy relative to the best compared isomer or geometry (same formula, charge and spin)   1.4616 eV
Max |F|   5.39 eV/Å
E_LUMO   0.033 Ha
HOMO   -8.172 eV
SMILES string   CC1(S)CC1
E   -15110.9240 eV